Entry 1:
Formula: Cl3OPS
Source: the OMol25 dataset
Level of theory: ωB97M-V with the def2-TZVPD basis set

XYZ file:
```
6
Cl3OPS | the OMol25 dataset | ωB97M-V with the def2-TZVPD basis set
Cl 0.40856 2.62483 -0.11351
Cl -0.96115 -2.07048 0.82283
P -0.07646 -0.54021 -0.13901
S -0.47797 1.22020 1.14858
Cl 1.89061 -0.89220 -0.31819
O -0.78359 -0.34214 -1.40070
```

Summary:
Highest occupied orbital energy: -10.160 eV
Orbital gap: 9.153 eV
Energy relative to the best compared isomer or geometry (same formula, charge and spin): 0.0 kcal per mole
Total charge: 0
2S+1: 1
LUMO level: -1.0068 eV



Entry 2:
Formula: Cl4H2Si2
Source: the OMol25 dataset
Level of theory: ωB97M-V with the def2-TZVPD basis set

XYZ file:
```
8
Cl4H2Si2 | the OMol25 dataset | ωB97M-V with the def2-TZVPD basis set
H -1.23695 1.54515 0.42834
Cl 0.68599 1.86491 -1.86011
Si 0.65583 -0.75536 0.50505
Cl -1.60884 -0.16711 -2.09023
Si -0.57765 0.83682 -0.72903
H 1.56285 -1.89534 0.04980
Cl 1.63333 0.46318 1.77796
Cl -1.11456 -1.89226 1.91822
```

Summary:
Highest occupied orbital energy: -10.303 eV
Orbital gap: 9.857 eV
Energy relative to the best compared isomer or geometry (same formula, charge and spin): 22.1 kcal per mole
Total charge: 0
2S+1: 1
LUMO level: -0.4457 eV



Entry 3:
Formula: Cl5NP2
Source: the OMol25 dataset
Level of theory: ωB97M-V with the def2-TZVPD basis set

XYZ file:
```
8
Cl5NP2 | the OMol25 dataset | ωB97M-V with the def2-TZVPD basis set
Cl 2.17010 0.00871 0.59522
Cl -0.52449 1.69554 1.58495
Cl -2.98848 1.47733 -0.08004
P 1.18672 -1.16565 -0.61002
Cl 2.14076 -2.86711 -0.06998
P -1.00003 1.23792 -0.34146
N -0.43662 0.88458 -1.67007
Cl -0.54797 -1.27131 0.59141
```

Summary:
Highest occupied orbital energy: -9.985 eV
Orbital gap: 8.899 eV
Energy relative to the best compared isomer or geometry (same formula, charge and spin): 73.3 kcal per mole
Total charge: 0
2S+1: 1
LUMO level: -1.0854 eV



Entry 4:
Formula: Cl8F2O32Sr2
Source: the OMol25 dataset
Level of theory: ωB97M-V with the def2-TZVPD basis set

XYZ file:
```
44
Cl8F2O32Sr2 | the OMol25 dataset | ωB97M-V with the def2-TZVPD basis set
O -0.13307 1.54245 -1.95565
O 5.05168 3.83907 0.59074
O -4.13196 -1.76984 2.52461
O 5.86353 -0.53198 0.59150
O -1.18665 3.32502 0.86154
O -6.98529 0.46229 1.61543
O -0.30882 -3.47056 -6.68585
O -4.27945 -0.82516 4.65816
Sr 1.75243 0.90849 0.23963
O -5.25596 0.22191 0.16402
O 6.49325 -0.20109 -1.56672
O 4.79111 5.03689 -1.34973
O -0.11182 -2.86414 1.97977
O 3.10379 3.28557 -0.59655
F 2.82509 -0.57231 1.96388
O 1.10437 -4.72638 -5.14509
O 4.25926 -0.01242 -1.00181
Cl 4.04613 4.35421 -0.26925
O -1.06848 -0.13443 -3.35436
Sr -2.60981 0.74888 1.52456
Cl 5.43184 -0.75270 -0.74961
Cl 0.59500 -3.96016 2.62820
O 0.04220 -4.04504 3.93261
O 5.28795 -2.09984 -0.99622
O -1.82840 0.21746 -1.04554
F -0.11120 0.46299 1.93720
O -6.67736 1.87824 -0.18931
O 0.28385 -5.55379 -7.17730
O 0.28877 -5.25619 2.01671
O -3.55805 -2.97483 4.57136
O -2.23876 5.51496 0.75990
O 2.01761 -3.61014 2.77146
O 3.31171 5.35871 0.46252
Cl -0.73667 0.19941 -2.00256
Cl -3.52881 -1.70661 3.85294
O -0.53552 4.96659 2.32411
O 0.26858 -0.71064 -1.47755
O -2.15387 -1.22687 3.67032
Cl 0.77231 -4.40518 -6.51403
O 1.91169 -4.05141 -7.24909
Cl -6.01772 1.18264 0.85003
O -5.10654 2.00815 1.64302
O 0.08466 5.21897 0.20355
Cl -1.02254 4.72878 0.98855
```

Summary:
Highest occupied orbital energy: 4.660 eV
Orbital gap: 5.429 eV
Total charge: -6
2S+1: 1
LUMO level: 10.0885 eV